(1)
Density functional theory data (ωB97M-V with the def2-TZVPD basis set) for C16H19Cl2N5OS in the gas phase.

Structure (XYZ):
```
44
Properties=species:S:1:pos:R:3:nbo_charge:R:1
Cl 0.094 2.657 -1.812 0.03
Cl -4.120 0.119 -4.049 0.01
S 3.733 -1.170 2.434 0.39
O 1.595 -2.364 1.522 -0.59
N -1.853 0.608 -0.722 -0.44
N 4.106 0.408 4.417 -0.26
N -1.384 -1.351 1.266 -0.42
N 1.148 -1.070 3.310 -0.62
N 2.803 0.142 4.436 -0.31
C -0.712 -2.207 2.227 -0.29
C -0.970 -1.570 -0.109 -0.23
C -1.318 0.064 1.579 -0.23
C 4.752 -0.167 3.470 0.04
C -0.691 1.952 -3.170 -0.01
C 0.782 -1.932 2.308 0.67
C 2.441 -0.654 3.487 0.19
C -1.913 0.836 -5.376 -0.24
C -0.036 1.954 -4.391 -0.23
C -1.963 1.400 -3.012 -0.08
C -2.550 0.840 -4.144 -0.01
C 6.206 -0.025 3.244 -0.66
C -2.264 0.819 0.650 -0.22
C -0.654 1.394 -5.494 -0.18
C -1.910 -0.807 -1.034 -0.23
C -2.621 1.410 -1.661 -0.25
H -1.185 -2.066 3.203 0.20
H 6.624 0.630 4.005 0.24
H 0.475 -0.705 3.968 0.43
H -2.212 1.887 0.874 0.21
H -1.026 -2.638 -0.326 0.21
H -1.596 -0.954 -2.070 0.21
H 6.692 -0.998 3.295 0.23
H -1.634 0.214 2.615 0.20
H 0.061 -1.230 -0.288 0.19
H -0.153 1.391 -6.449 0.22
H -2.935 -1.202 -0.915 0.17
H 6.395 0.397 2.258 0.23
H -2.405 0.394 -6.228 0.23
H -3.296 0.469 0.825 0.17
H -3.663 1.063 -1.742 0.20
H 0.946 2.392 -4.470 0.23
H -0.854 -3.242 1.906 0.23
H -0.303 0.474 1.449 0.18
H -2.632 2.439 -1.287 0.22
```

## Properties
* SMILES: Cc1nnc(NC(=O)CN2CCN(Cc3c(Cl)cccc3Cl)CC2)s1
* E_LUMO: 0.61 eV
* HOMO energy: -8.80 eV
* frontier orbital gap: 9.41 eV
* largest force on an atom: 1.70 eV/Å
* molecular weight: 400.3 g mol⁻¹

---

(2)
Density functional theory data (ωB97M-V with the def2-TZVPD basis set) for a molecular structure, C16H19F3N3ORhS.

Structure (XYZ):
```
44
Properties=species:S:1:pos:R:3:nbo_charge:R:1
Rh -0.148 0.124 0.773 0.97
S -1.002 1.880 1.666 0.35
F 0.634 4.780 4.843 -0.29
F -1.118 3.593 4.360 -0.31
F -0.162 4.783 2.826 -0.30
O 0.795 0.323 -0.987 -0.67
N 1.240 0.892 2.201 -0.49
N 2.063 -0.071 -2.767 -0.33
N -1.756 -0.827 -0.052 -0.49
C -1.769 -1.295 -1.314 0.05
C -5.135 -2.990 -1.563 -0.66
C 0.068 4.031 3.910 0.98
C 2.073 -1.707 -0.927 -0.72
C 2.414 0.643 2.776 0.09
C 1.585 1.207 -3.320 -0.42
C 0.941 2.849 3.542 -0.16
C -2.831 -1.049 0.724 0.05
C 3.033 -0.871 -3.536 -0.42
C -2.836 -1.993 -1.826 -0.22
C 1.624 -0.443 -1.589 0.69
C 2.172 2.599 4.140 -0.08
C -3.930 -1.742 0.270 -0.22
C -3.960 -2.234 -1.033 0.12
C 0.517 1.951 2.589 0.07
C 2.909 1.487 3.761 -0.21
H 2.673 -1.445 -0.053 0.25
H 2.106 1.399 -4.251 0.24
H 2.951 -0.237 2.450 0.23
H 2.666 -2.356 -1.563 0.27
H -2.797 -2.342 -2.849 0.25
H 3.971 -0.971 -2.995 0.23
H 1.196 -2.266 -0.590 0.24
H 2.542 3.273 4.902 0.27
H -2.799 -0.652 1.730 0.23
H 3.229 -0.357 -4.470 0.24
H -5.988 -2.931 -0.892 0.24
H 2.629 -1.855 -3.768 0.23
H -4.870 -4.042 -1.692 0.26
H 3.862 1.272 4.222 0.27
H -5.426 -2.608 -2.541 0.25
H -0.898 -1.080 -1.916 0.21
H 1.783 2.015 -2.620 0.23
H 0.514 1.159 -3.508 0.23
H -4.766 -1.893 0.939 0.25
```

## Properties
* E_LUMO (spin up / spin down): -8.71 / -9.24 eV
* HOMO energy (spin up / spin down): -15.83 / -15.91 eV
* frontier orbital gap (spin up / spin down): 7.12 / 6.67 eV
* largest force on an atom: 1.30 eV/Å
* charge: +2
* molecular weight: 461.3 g mol⁻¹

---

(3)
Density functional theory data (ωB97M-V with the def2-TZVPD basis set) for a molecular structure, C16H19F6MoN5O7S4.

Structure (XYZ):
```
58
Properties=species:S:1:pos:R:3:nbo_charge:R:1
Mo 0.201 -0.036 -0.132 1.74
S -1.432 1.106 -2.895 1.30
S 0.223 -2.426 -2.541 2.32
S 2.596 1.213 1.892 2.19
S 2.840 3.665 0.567 2.23
F 1.200 5.626 0.144 -0.29
F 4.079 -0.902 1.494 -0.28
F 3.497 0.082 -0.338 -0.30
F 0.329 3.928 1.176 -0.33
F 1.643 5.291 2.239 -0.27
F 5.001 0.982 0.937 -0.26
O 2.397 2.924 -0.580 -0.94
O 0.314 -1.189 -3.263 -0.95
O -0.640 0.875 -1.510 -0.84
O 2.396 0.537 3.120 -0.82
O -0.963 -3.216 -2.586 -0.89
O 1.305 0.921 0.963 -0.85
O 4.006 4.459 0.547 -0.83
N 0.180 -1.792 -0.903 -0.84
N 0.028 -1.643 1.277 -0.55
N 0.180 -3.841 0.405 -0.42
N 5.047 -5.612 -3.182 -0.74
N 2.862 2.680 1.893 -1.14
C -3.683 -0.057 -1.642 -0.63
C -2.224 2.669 -2.524 -0.58
C 0.069 -3.437 2.776 -0.30
C 0.141 -4.281 1.680 0.16
C 3.975 -3.472 -3.199 -0.27
C 1.640 -3.349 -2.682 -0.46
C 2.717 -5.486 -2.650 -0.28
C 0.127 -2.554 0.283 0.57
C 2.843 -2.721 -3.042 -0.15
C 1.410 4.720 1.082 0.74
C 0.013 -2.073 2.538 0.16
C 3.937 -4.873 -3.013 0.26
C -1.190 3.784 -2.461 -0.63
C 1.584 -4.737 -2.486 -0.11
C -2.755 -0.103 -2.842 -0.59
C 3.907 0.266 0.911 0.78
H 0.175 -5.356 1.805 0.24
H 0.055 -3.823 3.784 0.27
H -4.300 0.838 -1.621 0.23
H -3.142 -0.142 -0.700 0.21
H -2.243 -1.061 -2.954 0.29
H 5.905 -5.196 -3.498 0.41
H 2.680 -6.560 -2.522 0.24
H -4.351 -0.916 -1.710 0.27
H -2.921 2.804 -3.358 0.27
H -3.273 0.090 -3.789 0.28
H -1.713 4.723 -2.288 0.26
H -0.044 -1.335 3.327 0.25
H 4.903 -3.001 -3.496 0.23
H -0.482 3.637 -1.645 0.23
H -2.789 2.550 -1.601 0.25
H 0.645 -5.206 -2.226 0.25
H 2.865 -1.655 -3.224 0.24
H -0.636 3.874 -3.395 0.24
H 5.020 -6.614 -3.112 0.41
```

## Properties
* E_LUMO (spin up / spin down): -8.26 / -8.25 eV
* HOMO energy (spin up / spin down): -13.45 / -13.44 eV
* frontier orbital gap (spin up / spin down): 5.19 / 5.19 eV
* largest force on an atom: 0.40 eV/Å
* charge: +2
* molecular weight: 731.6 g mol⁻¹

---

(4)
Density functional theory data (ωB97M-V with the def2-TZVPD basis set) for a molecular structure, C16H19IrN2SSeTe.

Structure (XYZ):
```
41
Properties=species:S:1:pos:R:3:nbo_charge:R:1
Ir -1.993 -0.220 0.572 0.25
Te -3.665 -1.832 -0.247 0.95
Se 0.924 1.254 -0.411 0.32
S -0.046 -0.659 -0.536 -0.49
N 2.466 -0.598 -1.982 -0.51
N 3.456 1.334 -1.765 -0.35
C 4.241 -1.739 -3.389 -0.21
C 4.299 0.537 -2.533 0.16
C -5.556 -0.841 -0.140 -0.89
C 6.107 -0.238 -3.819 -0.19
C 3.667 -0.699 -2.671 0.10
C -1.944 1.549 4.280 -0.19
C -4.023 0.337 2.890 -0.18
C 5.474 -1.479 -3.958 -0.19
C -2.737 0.320 2.345 -0.26
C 2.370 0.621 -1.452 0.29
C 3.736 2.703 -1.383 -0.41
C -4.013 -3.078 1.443 -0.88
C -1.697 0.918 3.067 -0.28
C -4.264 0.962 4.104 -0.22
C -3.226 1.570 4.798 -0.20
C 5.536 0.797 -3.105 -0.23
H -6.201 -1.234 -0.920 0.24
H 2.896 3.101 -0.815 0.23
H 3.876 3.307 -2.278 0.23
H 6.031 1.751 -3.002 0.23
H -4.847 -0.118 2.363 0.19
H -5.264 0.974 4.515 0.22
H 4.633 2.734 -0.766 0.23
H -5.392 0.223 -0.281 0.25
H 3.755 -2.695 -3.499 0.24
H 7.070 -0.089 -4.284 0.23
H -4.848 -3.742 1.243 0.24
H -5.995 -1.032 0.833 0.23
H -0.674 0.882 2.692 0.21
H 1.750 -1.304 -1.858 0.46
H 5.963 -2.256 -4.527 0.24
H -4.208 -2.430 2.292 0.24
H -3.108 -3.651 1.614 0.25
H -1.130 2.007 4.825 0.22
H -3.417 2.053 5.746 0.22
```

## Properties
* E_LUMO (spin up / spin down): -3.30 / -3.62 eV
* spin multiplicity: 2
* HOMO energy (spin up / spin down): -10.67 / -10.76 eV
* frontier orbital gap (spin up / spin down): 7.37 / 7.13 eV
* largest force on an atom: 1.68 eV/Å
* charge: +1
* molecular weight: 670.2 g mol⁻¹

---

(5)
Density functional theory data (ωB97M-V with the def2-TZVPD basis set) for a molecular structure, C16H19N2O5S5SbSn.

Structure (XYZ):
```
49
Properties=species:S:1:pos:R:3:nbo_charge:R:1
Sb -4.828 -0.064 1.652 1.01
Sn -1.699 -1.069 -0.223 1.37
S -3.630 -1.968 2.355 -0.33
S -5.277 -3.051 1.523 -0.02
S -5.496 -1.681 -0.107 -0.36
S 2.702 2.128 -0.334 2.36
S -2.951 1.044 0.682 -0.92
O 0.595 -0.942 -2.115 -0.73
O 2.834 0.984 -1.144 -0.97
O 0.137 0.126 0.360 -0.82
O 3.723 3.149 -0.483 -0.94
O -0.693 -1.345 1.765 -0.79
N 1.414 -2.960 0.156 -0.45
N 2.759 1.711 1.227 -0.91
C 1.032 -3.114 -1.089 0.18
C -0.909 2.898 -1.789 -0.17
C 1.093 2.809 -0.491 -0.35
C -2.966 4.200 -1.057 -0.64
C 0.030 -4.869 0.738 -0.27
C -1.578 3.674 -0.877 0.01
C 0.389 2.430 -1.623 -0.18
C 0.235 -0.545 1.447 0.83
C 2.645 0.313 1.705 -0.22
C 1.380 -0.213 2.327 -0.53
C 0.231 -4.136 -1.544 -0.25
C -0.249 -5.025 -0.595 -0.16
C 0.483 3.675 0.384 -0.18
C 1.483 -2.042 -2.085 -0.09
C 0.913 -3.825 1.067 0.06
C -0.826 4.034 0.284 -0.19
H 1.096 3.938 1.250 0.22
H 1.459 -2.532 -3.077 0.17
H -0.262 -5.548 1.516 0.23
H 2.518 -1.721 -1.911 0.20
H -3.212 4.272 -2.123 0.22
H -0.819 -5.837 -0.994 0.22
H 1.635 -1.193 2.788 0.24
H -3.772 3.596 -0.569 0.24
H 0.818 1.725 -2.307 0.23
H -2.973 5.220 -0.758 0.22
H 2.842 -0.370 0.796 0.24
H -1.356 2.654 -2.742 0.21
H 3.460 0.237 2.448 0.21
H 1.012 0.401 3.128 0.25
H 1.192 -3.573 2.065 0.20
H 3.480 2.258 1.687 0.42
H 0.086 -4.284 -2.606 0.23
H 1.080 -0.197 -1.738 0.51
H -1.258 4.627 1.029 0.21
```

## Properties
* E_LUMO: -0.47 eV
* HOMO energy: -7.91 eV
* frontier orbital gap: 7.44 eV
* largest force on an atom: 3.12 eV/Å
* molecular weight: 720.1 g mol⁻¹

---

(6)
Density functional theory data (ωB97M-V with the def2-TZVPD basis set) for C16H19N3O2 in the gas phase.

Structure (XYZ):
```
40
Properties=species:S:1:pos:R:3:nbo_charge:R:1
O 3.589 2.250 2.057 -0.56
O -0.227 -4.455 -1.524 -0.60
N 2.082 3.489 0.937 -0.25
N 1.148 3.677 -0.015 -0.28
N 0.914 -2.640 -0.955 -0.61
C 0.835 0.899 0.153 -0.16
C -0.077 5.552 -1.001 -0.64
C -1.480 -2.761 -0.356 -0.51
C -3.512 -3.259 1.022 -0.60
C 1.714 5.654 0.890 -0.32
C -0.256 -3.361 -1.005 0.70
C 0.410 -0.304 -0.375 -0.26
C 2.990 -0.061 0.596 -0.14
C -2.533 -3.823 -0.004 -0.21
C 2.571 -1.256 0.059 -0.26
C 2.447 4.684 1.499 0.00
C -3.276 -4.286 -1.254 -0.61
C 2.130 1.039 0.647 -0.13
C 0.910 4.965 -0.061 0.17
C 1.265 -1.406 -0.419 0.18
C 2.663 2.263 1.273 0.68
H 0.403 6.300 -1.630 0.23
H 1.704 -3.195 -1.268 0.41
H 3.187 4.715 2.273 0.24
H -0.878 6.040 -0.448 0.22
H -0.585 -0.369 -0.780 0.22
H 3.992 0.047 0.981 0.24
H -1.171 -2.228 0.545 0.23
H -2.018 -4.685 0.431 0.21
H -3.816 -3.456 -1.707 0.19
H -4.262 -4.004 1.276 0.21
H -4.021 -2.384 0.622 0.20
H -0.496 4.770 -1.628 0.23
H 1.731 6.708 1.075 0.23
H -1.926 -2.042 -1.047 0.23
H 3.251 -2.095 0.013 0.21
H 0.160 1.738 0.171 0.25
H -2.574 -4.687 -1.978 0.24
H -2.996 -2.969 1.936 0.20
H -3.993 -5.064 -1.001 0.21
```

## Properties
* SMILES: Cc1ccn(C(=O)c2ccc(NC(=O)CC(C)C)cc2)n1
* E_LUMO: 0.02 eV
* HOMO energy: -8.83 eV
* frontier orbital gap: 8.84 eV
* largest force on an atom: 1.03 eV/Å
* molecular weight: 285.3 g mol⁻¹

---

What did the sixth record say?
Density functional theory data (ωB97M-V with the def2-TZVPD basis set) for C16H19N3O2 in the gas phase.

Structure (XYZ):
```
40
Properties=species:S:1:pos:R:3:nbo_charge:R:1
O 3.589 2.250 2.057 -0.56
O -0.227 -4.455 -1.524 -0.60
N 2.082 3.489 0.937 -0.25
N 1.148 3.677 -0.015 -0.28
N 0.914 -2.640 -0.955 -0.61
C 0.835 0.899 0.153 -0.16
C -0.077 5.552 -1.001 -0.64
C -1.480 -2.761 -0.356 -0.51
C -3.512 -3.259 1.022 -0.60
C 1.714 5.654 0.890 -0.32
C -0.256 -3.361 -1.005 0.70
C 0.410 -0.304 -0.375 -0.26
C 2.990 -0.061 0.596 -0.14
C -2.533 -3.823 -0.004 -0.21
C 2.571 -1.256 0.059 -0.26
C 2.447 4.684 1.499 0.00
C -3.276 -4.286 -1.254 -0.61
C 2.130 1.039 0.647 -0.13
C 0.910 4.965 -0.061 0.17
C 1.265 -1.406 -0.419 0.18
C 2.663 2.263 1.273 0.68
H 0.403 6.300 -1.630 0.23
H 1.704 -3.195 -1.268 0.41
H 3.187 4.715 2.273 0.24
H -0.878 6.040 -0.448 0.22
H -0.585 -0.369 -0.780 0.22
H 3.992 0.047 0.981 0.24
H -1.171 -2.228 0.545 0.23
H -2.018 -4.685 0.431 0.21
H -3.816 -3.456 -1.707 0.19
H -4.262 -4.004 1.276 0.21
H -4.021 -2.384 0.622 0.20
H -0.496 4.770 -1.628 0.23
H 1.731 6.708 1.075 0.23
H -1.926 -2.042 -1.047 0.23
H 3.251 -2.095 0.013 0.21
H 0.160 1.738 0.171 0.25
H -2.574 -4.687 -1.978 0.24
H -2.996 -2.969 1.936 0.20
H -3.993 -5.064 -1.001 0.21
```

## Properties
* SMILES: Cc1ccn(C(=O)c2ccc(NC(=O)CC(C)C)cc2)n1
* E_LUMO: 0.02 eV
* HOMO energy: -8.83 eV
* frontier orbital gap: 8.84 eV
* largest force on an atom: 1.03 eV/Å
* molecular weight: 285.3 g mol⁻¹

---

> molecular weight of number 5 (C16H19N2O5S5SbSn)?

720.1 g mol⁻¹

---

> Among the records above, which one has the highest molecular weight?

C16H19F6MoN5O7S4